(1)
15
Properties=species:S:1:pos:R:3:forces:R:3:nbo_charge:R:1 method="wB97M-V/def2-TZVPD" multiplicity=1 total_charge=0 relative_energy_kcal_mol=175.0 e_lumo_ev=-3.360 orbital_gap_ev=4.70
C 0.98368 1.37114 -1.44010 -1.195 1.620 -1.151 -0.5341
N -3.00836 1.00129 2.24537 -0.407 -0.377 2.501 -1.0634
H 0.03115 1.43869 -2.06826 1.407 -0.399 0.968 0.1949
H 1.86260 1.79489 -1.92466 0.078 -0.816 -0.380 0.1882
H 0.93323 1.86778 -0.46273 -0.339 -0.935 0.094 0.1894
H -3.39821 0.05239 2.13830 0.415 0.400 -0.295 0.3524
H -3.50542 1.27261 3.16981 1.215 -0.192 -1.913 0.3545
H -2.00944 0.85120 2.52795 -1.198 0.157 -0.305 0.3567
N 0.40291 -1.18856 -0.15384 -0.391 1.458 -1.029 -0.7837
C 1.66981 -1.40251 -0.78957 2.328 -2.983 3.440 0.0359
O 2.11923 -2.68532 -0.60405 -1.551 2.185 -1.596 -0.5493
H -0.11327 -0.30900 -0.50383 0.642 -2.565 0.638 0.3950
H -0.04885 -2.06564 0.17684 0.252 1.306 -0.238 0.4139
H 2.53202 -0.79195 -0.37796 -1.185 0.152 -0.754 0.1776
H 1.54894 -1.20702 -1.93325 -0.071 0.989 0.018 0.2720

***

(2)
15
Properties=species:S:1:pos:R:3:forces:R:3:nbo_charge:R:1 method="wB97M-V/def2-TZVPD" multiplicity=1 total_charge=0 relative_energy_kcal_mol=91.1 e_lumo_ev=0.432 orbital_gap_ev=10.07
C -0.37110 -1.01217 -0.23508 -0.797 1.801 0.276 -0.2604
C -0.84540 0.39390 -0.49454 -0.536 0.241 -0.766 -0.2428
N -2.18841 0.55332 0.04092 -0.496 -0.209 0.542 -0.8445
N 1.56003 -0.78758 -0.34923 -1.725 0.095 -0.417 -0.8147
H -0.77619 -1.77373 -0.90516 0.521 0.189 -0.362 0.2225
H -0.64085 -1.33688 0.77220 0.627 0.154 0.206 0.2210
H -0.96420 0.48850 -1.57905 0.270 0.205 0.015 0.1871
H -0.10731 1.12498 -0.16585 -0.023 -0.101 0.261 0.2176
H -2.24349 0.38692 1.04528 0.227 0.155 -0.273 0.3572
H -2.58617 1.47024 -0.13233 0.202 -0.139 -0.092 0.3704
H 0.83384 -1.50572 -0.13943 1.888 -2.615 0.156 0.3315
H 1.56200 -0.58170 -1.34403 -0.115 -0.380 -0.244 0.3420
H 2.90624 1.17908 1.41577 -0.070 0.398 0.475 0.4499
H 1.91210 0.34440 0.65881 -0.679 0.932 1.279 0.4761
O 1.94891 1.05643 1.41171 0.706 -0.726 -1.058 -1.0129

***

(3)
15
Properties=species:S:1:pos:R:3:forces:R:3:nbo_charge:R:1 method="wB97M-V/def2-TZVPD" multiplicity=1 total_charge=0 relative_energy_kcal_mol=77.8 e_lumo_ev=0.984 orbital_gap_ev=10.25
C -0.27468 0.91578 0.85425 3.104 1.439 1.726 -0.3145
C 0.73934 -0.20021 1.04805 -0.341 -0.158 -0.446 -0.2404
N 0.09056 -1.50038 0.93289 -0.308 -0.015 0.137 -0.8616
N -0.23041 1.30480 -0.89786 -0.121 0.141 2.666 -0.8514
H 0.07955 1.84748 1.27901 0.251 0.109 -0.132 0.2275
H -1.20060 0.73471 1.41502 -0.410 -0.347 -0.907 0.2331
H 1.18986 -0.07853 2.03244 -0.036 -0.148 0.090 0.2006
H 1.51050 -0.07497 0.28569 0.193 0.226 0.144 0.2002
H -0.10920 -1.71458 -0.04156 0.114 -0.013 0.065 0.3907
H 0.66118 -2.24213 1.30946 0.089 -0.013 -0.034 0.3621
H -0.87312 0.74366 -0.25665 -2.442 -0.625 -2.767 0.3575
H -0.63621 2.23694 -0.86475 -0.184 0.019 -0.112 0.3502
H -0.37947 -0.96287 -3.10906 -0.017 0.076 -0.163 0.4686
H -0.27408 -0.03357 -1.82956 0.083 -0.636 -0.616 0.4894
O -0.29324 -0.97612 -2.15737 0.025 -0.055 0.350 -1.0122

***

(4)
15
Properties=species:S:1:pos:R:3:forces:R:3:nbo_charge:R:1 method="wB97M-V/def2-TZVPD" multiplicity=1 total_charge=0 smiles=NCCN.O relative_energy_kcal_mol=5.0 e_lumo_ev=0.941 orbital_gap_ev=10.62
N 1.88503 0.59094 1.65749 -0.772 -0.173 -0.056 -0.8296
C 1.19972 0.74339 0.36697 0.800 0.251 -0.349 -0.2251
C -0.27744 0.47672 0.45290 -0.650 -0.778 1.650 -0.2338
N -1.02273 0.62693 -0.78912 0.060 0.113 0.023 -0.8537
H 2.28620 -0.32785 1.76218 -0.100 -0.214 -0.006 0.3554
H 2.64701 1.22972 1.68631 0.568 0.482 0.180 0.3569
H 1.35956 1.77900 0.04397 -0.121 -0.023 -0.013 0.1766
H 1.69771 0.12563 -0.38500 -0.301 -0.116 -0.286 0.1720
H -0.66868 1.06120 1.30223 0.091 0.384 -0.389 0.1779
H -0.45037 -0.54261 0.83579 0.255 -0.015 -0.333 0.1881
H -0.68647 1.43754 -1.29050 -0.088 0.125 -0.144 0.3604
H -2.00873 0.78490 -0.57864 0.327 -0.074 -0.174 0.3752
O -1.65156 -2.15459 -1.39539 0.703 0.312 -0.060 -0.9654
H -1.19637 -1.29064 -1.28786 -0.554 -0.026 -0.045 0.4876
H -0.98650 -2.65546 -1.88026 -0.217 -0.249 0.002 0.4573

***

(5)
16
Properties=species:S:1:pos:R:3:forces:R:3:nbo_charge:R:1 method="wB97M-V/def2-TZVPD" multiplicity=1 total_charge=0 relative_energy_kcal_mol=28.3 e_lumo_ev=0.489 orbital_gap_ev=9.19
C 0.82786 0.71870 1.64440 0.514 -1.247 -1.630 -0.4536
N 1.68091 -0.16418 0.79040 -0.634 -0.938 -1.608 -0.5317
C 1.19553 -1.18952 0.10813 1.110 2.477 2.199 0.2651
N 0.05274 -1.85235 0.41051 -0.293 -0.374 0.889 -0.8127
H -0.21100 0.53351 1.36395 -0.343 0.523 0.088 0.1641
H 1.15742 1.75531 1.41200 -0.403 -0.660 0.449 0.2037
H 0.91705 0.48446 2.69189 0.262 0.119 0.497 0.1983
H 1.84894 -1.57780 -0.66638 -0.169 -0.219 -0.109 0.1714
H -0.59844 -2.26629 -0.24342 0.475 0.223 0.078 0.4062
H -0.35858 -1.55426 1.29146 -0.186 -0.131 -0.629 0.3867
O -1.93191 -0.44258 -0.87397 -0.867 -0.895 0.601 -0.9575
H -1.43722 -0.59515 -1.67641 0.099 0.683 -0.240 0.4759
H -1.94962 0.49060 -0.67326 0.199 0.182 -0.553 0.4821
O -0.75756 1.83633 -2.05923 0.815 0.123 0.097 -0.9423
H -0.58802 2.17017 -1.16957 -0.162 0.141 0.008 0.4678
H 0.15190 1.65304 -2.35052 -0.418 -0.006 -0.137 0.4763

***

(6)
16
Properties=species:S:1:pos:R:3:forces:R:3:nbo_charge:R:1 method="wB97M-V/def2-TZVPD" multiplicity=1 total_charge=0 relative_energy_kcal_mol=206.7 e_lumo_ev=-4.165 orbital_gap_ev=4.46
C -0.20361 -0.23284 -1.34180 -0.020 -0.293 -0.628 -0.4497
N 0.47667 -1.40518 -1.03753 -0.689 -0.235 0.105 -0.5500
C 0.10395 0.57248 1.80719 -0.621 -0.433 0.295 -0.0560
N 0.50931 1.54209 1.19179 0.902 -0.246 0.198 -0.4269
H -0.70351 -0.27279 -2.30509 0.119 0.167 -0.154 0.2088
H -0.98660 0.00885 -0.60472 0.113 0.188 0.350 0.2468
H 0.50581 0.62444 -1.25625 -0.449 0.438 -0.262 0.3135
H 0.17549 -2.20660 -1.58382 0.365 0.001 -0.174 0.3729
H 0.76788 -0.26812 2.13918 -0.217 0.039 0.285 0.2614
H -0.95818 0.36172 1.98092 -0.208 -0.161 -0.118 0.2079
H 0.03654 -2.86964 1.54461 -0.010 -0.056 -0.189 0.4558
H 0.47856 -1.62322 0.02721 0.113 -0.552 0.706 0.4300
O -0.12943 -1.96356 1.25669 0.558 0.409 -0.037 -0.9644
H -0.08421 2.00962 0.37313 0.354 1.324 -1.147 0.4189
H 0.15945 3.31239 -1.17588 -0.047 0.025 0.154 0.4550
O -0.14813 2.41036 -1.01565 -0.263 -0.615 0.616 -0.9239

***

(7)
16
Properties=species:S:1:pos:R:3:forces:R:3:nbo_charge:R:1 method="wB97M-V/def2-TZVPD" multiplicity=1 total_charge=0 smiles=NCO.NCO relative_energy_kcal_mol=25.5 e_lumo_ev=0.773 orbital_gap_ev=10.12
N 2.31487 -0.19179 -0.11783 -0.300 -0.444 -0.638 -0.8687
C 1.51455 0.90497 -0.55791 -0.051 1.101 0.165 0.1120
O 0.69065 1.33783 0.52014 0.623 -1.267 0.966 -0.7513
H 2.20660 -0.44030 0.84157 -0.006 0.042 0.465 0.3808
H 3.26910 -0.13301 -0.41221 0.274 0.059 0.207 0.3724
H 2.15641 1.76152 -0.81515 -0.074 -0.215 -0.423 0.1393
H 0.86320 0.63942 -1.39415 0.090 -0.056 -0.163 0.1429
H 0.11849 2.04127 0.26718 -0.539 0.783 -0.602 0.4777
N -1.09110 -1.32166 0.88292 0.684 -0.044 -0.356 -0.8506
C -1.75775 -0.98996 -0.30785 -1.316 1.285 -1.230 0.0764
O -2.44503 0.32212 -0.30429 -0.079 -0.626 0.159 -0.7631
H -0.35257 -0.67188 1.14505 -0.278 -0.151 -0.155 0.3812
H -1.72033 -1.49932 1.64010 -0.214 -0.026 0.314 0.3669
H -1.18104 -0.88446 -1.23039 0.857 -0.601 0.532 0.1633
H -2.56827 -1.67926 -0.55380 0.182 -0.244 0.377 0.1686
H -2.01776 0.80453 0.39662 0.145 0.403 0.382 0.4523

***

(8)
17
Properties=species:S:1:pos:R:3:forces:R:3:nbo_charge:R:1 method="wB97M-V/def2-TZVPD" multiplicity=2 total_charge=-1 s2=0.754 relative_energy_kcal_mol=26.7 e_lumo_ev="3.522 / 3.498" orbital_gap_ev="3.03 / 6.85"
N 1.02667 -0.48020 0.98008 -0.335 -0.418 -0.995 -0.8561
C 0.39993 -1.33883 -0.09520 0.529 1.273 -1.282 -0.2896
C -0.07629 -0.44711 -1.29295 1.190 1.136 0.773 0.3340
N 0.08360 0.97083 -1.16861 0.537 2.034 0.046 -0.9454
O -0.75011 -0.87433 -2.30400 -0.330 -0.996 0.136 -0.8320
H 1.62684 -1.01797 1.56838 0.483 -0.774 0.275 0.3259
H 0.25964 -0.25372 1.55883 -1.000 0.618 0.917 0.3409
H -0.47458 -1.89268 0.25188 -0.041 -0.159 0.323 0.1755
H 1.16176 -2.11246 -0.35812 -0.181 0.312 -0.213 0.1342
H -0.25651 1.61433 -0.44240 -0.025 -1.214 0.078 0.3443
H 0.44433 1.63110 -1.89214 -0.264 -1.701 0.251 0.3393
H 1.51895 1.53347 1.54245 -0.238 0.685 -1.065 0.4971
H 1.70888 2.93078 2.17126 -0.466 -0.499 -1.424 0.4401
O 1.43619 2.49783 1.31400 0.701 -0.105 2.248 -0.9542
H -1.97770 -0.87685 -0.99146 -0.090 0.015 -0.862 0.5125
H -3.49700 -0.71637 -0.50883 1.494 -0.510 -0.043 0.4487
O -2.63462 -1.16783 -0.33317 -1.965 0.303 0.838 -1.0152